No. 1
Entry from the Open Molecules 2025 dataset: 10 unconnected molecules or ions with the total composition C40H50F30O20 at a distorted geometry (ωB97M-V/def2-TZVPD).

```
140
Properties=species:S:1:pos:R:3:forces:R:3
C -0.834 9.251 3.344 -0.8 0.7 1.7
C 0.220 8.229 3.678 1.1 0.5 -1.3
O -0.220 6.956 3.152 1.3 -1.7 -0.4
C 0.664 6.097 2.578 3.6 2.6 -1.9
O 1.875 6.322 2.266 -4.9 -1.0 1.8
C -0.039 4.819 2.031 0.8 0.6 0.2
F -1.266 4.784 2.493 -0.9 -0.3 -0.7
F 0.007 4.796 0.646 -0.3 -0.2 2.1
F 0.588 3.740 2.531 0.1 0.0 -0.7
H -1.332 9.180 2.377 0.6 -0.2 -0.1
H -0.400 10.240 3.492 0.2 0.1 -0.4
H -1.622 9.262 4.098 -0.3 -0.3 0.0
H 0.560 8.120 4.708 -0.8 -0.1 0.2
H 1.125 8.590 3.189 0.2 -0.7 -0.5
C 4.697 -5.009 -4.788 -0.1 0.9 1.3
C 3.211 -4.587 -4.811 0.6 -0.8 -3.9
O 2.588 -4.291 -3.591 -3.9 1.9 3.3
C 1.352 -3.734 -3.519 3.5 -1.2 -0.7
O 0.568 -3.435 -4.415 0.6 -0.4 0.3
C 0.941 -3.248 -2.042 -1.2 0.7 2.0
F 1.161 -1.931 -2.003 -0.3 -1.2 -0.5
F -0.363 -3.535 -1.791 1.9 0.3 -0.8
F 1.708 -3.841 -1.163 -0.2 -0.1 -0.7
H 4.756 -5.968 -4.273 0.3 0.1 0.0
H 5.354 -4.269 -4.332 -0.3 0.0 0.6
H 5.200 -5.075 -5.753 -1.0 -0.3 -0.5
H 2.706 -5.461 -5.221 -0.4 0.1 -0.1
H 2.957 -3.735 -5.442 0.6 0.0 -0.4
C -1.477 -4.823 3.394 0.3 0.7 0.2
C -1.033 -3.726 4.390 -0.3 0.3 -1.3
O -0.443 -4.397 5.476 1.6 -0.4 3.1
C 0.038 -3.717 6.581 -2.7 3.9 -1.2
O -0.186 -2.497 6.779 1.3 -4.4 -0.6
C 0.711 -4.609 7.662 -1.2 -0.4 0.3
F 1.001 -5.820 7.165 -0.3 0.3 0.4
F 1.822 -4.067 8.108 0.2 0.3 0.0
F -0.161 -4.726 8.737 1.1 -0.1 -1.6
H -0.585 -5.388 3.126 -0.2 -0.3 0.1
H -1.869 -4.413 2.463 0.0 0.3 0.2
H -2.269 -5.460 3.788 0.3 -0.1 0.2
H -1.826 -3.038 4.685 -0.1 -0.3 0.3
H -0.258 -3.100 3.948 0.0 0.1 -0.2
C -3.855 1.744 -7.264 1.4 0.0 0.3
C -2.322 2.085 -7.294 -2.3 1.3 0.7
O -1.620 0.987 -6.747 2.2 -1.1 0.4
C -0.396 1.183 -6.159 -0.7 4.1 -0.5
O 0.175 2.275 -6.059 -1.4 -3.3 -0.3
C 0.202 -0.105 -5.586 -0.3 1.1 -0.4
F -0.668 -1.100 -5.678 0.0 -0.5 0.8
F 1.236 -0.429 -6.368 0.5 -0.2 0.6
F 0.602 0.109 -4.295 -0.3 -0.8 -1.5
H -4.073 1.529 -6.218 -0.3 -0.1 -0.1
H -4.129 0.890 -7.884 0.1 0.1 0.0
H -4.423 2.620 -7.577 0.1 0.0 0.0
H -2.193 2.912 -6.595 0.1 0.2 -0.1
H -2.064 2.479 -8.277 0.8 -0.8 -0.1
C 0.851 1.194 -1.347 0.5 -0.5 -0.4
C 1.861 1.233 -0.284 0.6 2.5 1.6
O 2.351 0.026 0.210 0.6 -3.1 2.2
C 1.943 -0.450 1.466 -1.4 1.0 -3.0
O 1.077 0.086 2.082 0.5 -0.1 0.8
C 2.399 -1.912 1.820 1.1 2.6 -2.1
F 1.386 -2.723 1.696 -0.9 -1.0 -0.2
F 3.404 -2.306 1.021 -0.2 -0.3 -0.1
F 2.819 -1.888 3.029 0.7 -0.4 2.4
H 1.310 0.676 -2.189 -0.7 0.0 -0.3
H 0.736 2.256 -1.563 -0.6 -0.2 -0.4
H -0.039 0.735 -0.916 -0.3 0.0 -0.6
H 1.393 1.836 0.494 0.2 -0.2 0.6
H 2.756 1.790 -0.564 0.0 0.0 -0.3
C -2.213 -0.919 -2.736 0.5 0.7 0.2
C -3.491 -0.265 -2.281 -1.0 -1.2 -0.9
O -3.184 0.776 -1.391 1.2 1.0 0.9
C -4.062 1.653 -0.946 -3.5 -2.0 -2.1
O -5.278 1.600 -1.176 2.8 0.3 0.6
C -3.487 2.752 -0.097 -1.2 0.1 1.1
F -2.199 2.657 0.098 1.1 0.6 -0.7
F -3.929 3.921 -0.554 1.0 0.6 -0.9
F -4.038 2.675 1.102 -0.6 -0.6 1.4
H -2.355 -1.807 -3.351 -0.4 0.1 0.0
H -1.678 -1.224 -1.836 0.3 0.1 -0.1
H -1.660 -0.166 -3.298 0.3 -0.2 0.1
H -4.075 -1.054 -1.808 -0.5 0.4 0.3
H -4.038 0.116 -3.144 -0.2 0.1 0.2
C 2.235 -5.737 3.581 0.7 0.4 0.6
C 3.608 -5.122 3.898 -0.1 -1.2 0.4
O 4.456 -5.192 2.754 0.5 0.9 -1.9
C 5.247 -6.220 2.503 -0.2 -1.7 2.1
O 5.395 -7.199 3.206 -0.3 1.2 -0.7
C 6.040 -6.117 1.192 -0.3 -1.0 1.6
F 5.567 -5.163 0.462 -1.1 0.9 -2.1
F 7.290 -5.778 1.437 1.1 -0.6 0.2
F 5.974 -7.343 0.608 0.3 1.2 -0.2
H 1.715 -5.079 2.885 -0.1 -0.3 -0.1
H 1.666 -5.802 4.509 -0.1 0.2 0.0
H 2.326 -6.762 3.221 0.1 0.1 -0.2
H 4.167 -5.672 4.655 -0.5 0.1 0.4
H 3.530 -4.067 4.162 0.1 -0.1 -0.1
C 3.255 2.582 4.255 -1.1 -1.2 0.2
C 3.713 2.466 2.819 -0.3 2.5 -0.6
O 4.619 1.397 2.575 0.9 -0.9 -1.2
C 5.398 1.413 1.443 -1.5 4.3 -0.5
O 5.419 2.352 0.623 -0.2 -3.4 2.3
C 6.354 0.220 1.371 0.5 2.5 0.3
F 5.887 -0.620 0.467 0.4 -1.0 0.2
F 7.537 0.747 0.971 -0.4 -0.9 -0.2
F 6.547 -0.278 2.585 -0.2 -1.0 -0.4
H 2.730 3.507 4.493 0.8 0.5 -0.4
H 4.002 2.326 5.007 0.1 0.3 -0.2
H 2.400 1.920 4.391 0.2 -0.7 0.2
H 4.119 3.428 2.506 1.0 -0.1 0.1
H 2.863 2.487 2.137 -0.2 -1.0 0.0
C -5.760 5.057 -4.152 -0.1 -0.5 0.2
C -4.656 3.968 -4.211 -2.0 0.0 0.1
O -3.364 4.486 -4.121 2.8 0.3 -0.1
C -2.264 3.731 -3.871 -2.0 -2.2 1.1
O -2.231 2.537 -3.583 -0.4 2.0 -0.9
C -1.012 4.588 -3.842 -0.2 0.2 -1.5
F 0.083 3.902 -3.577 -0.1 -0.1 0.6
F -0.848 5.087 -5.086 0.0 0.4 0.2
F -1.203 5.571 -2.981 0.5 0.4 0.3
H -6.026 5.430 -3.162 0.4 -0.2 0.2
H -6.630 4.511 -4.518 -0.3 0.1 0.1
H -5.675 5.938 -4.788 0.6 -0.3 -0.2
H -4.846 3.474 -5.164 0.7 -0.2 -0.1
H -4.825 3.244 -3.414 0.0 0.0 0.0
C -5.991 -0.631 2.934 0.0 -0.2 1.2
C -5.587 -0.735 1.507 -2.5 0.9 -0.9
O -4.217 -0.698 1.309 3.8 -2.4 0.0
C -3.400 -1.812 1.443 -2.3 -2.4 0.7
O -3.721 -3.017 1.555 0.8 4.5 -0.5
C -1.894 -1.396 1.464 -0.4 0.9 -0.6
F -1.770 -0.218 0.850 0.2 -0.2 -1.1
F -1.369 -1.164 2.645 -0.3 -0.9 1.1
F -1.163 -2.354 0.849 -0.3 0.6 0.0
H -5.270 -0.074 3.532 0.2 0.1 -0.2
H -6.084 -1.615 3.394 -0.1 0.0 0.1
H -6.923 -0.078 3.053 -0.1 -0.3 -0.2
H -5.939 0.143 0.966 0.2 0.3 0.1
H -6.140 -1.506 0.970 0.6 -0.7 0.1
```
Positions in Å, forces in eV/Å.

Results
- largest force on an atom (Eh/bohr) = 0.1058
- charge = +1
- <S²> = 0.757
- molar mass (g mol⁻¹) = 1420.76
- HOMO energy (alpha / beta) (eV) = -12.559 / -12.551
- multiplicity = 2



No. 2
Entry from the Open Molecules 2025 dataset: a molecular structure, C40H50N2OPtS (ωB97M-V/def2-TZVPD).

```
95
Properties=species:S:1:pos:R:3:forces:R:3
Pt 0.084 1.343 -0.057 -0.3 0.1 -0.2
C -2.368 -3.677 0.889 0.0 0.1 -0.1
C -1.748 -2.699 1.892 0.1 0.0 0.0
C -1.614 -3.365 3.265 0.0 0.0 0.0
C -2.540 -1.403 1.993 -0.1 0.1 0.0
C -3.897 -1.511 2.287 0.0 0.1 0.0
C -4.715 -0.401 2.353 0.0 0.0 0.0
C -4.199 0.858 2.092 0.1 0.0 -0.1
C -2.857 1.036 1.784 -0.1 -0.1 0.0
C -2.343 2.442 1.532 0.1 -0.1 0.0
C -3.336 3.336 0.797 0.0 0.0 0.0
C -1.838 3.080 2.823 0.1 0.0 0.0
C -2.030 -0.104 1.782 -0.2 0.0 0.0
N -0.649 0.044 1.464 0.4 -0.1 0.3
C 0.231 -0.537 2.201 -0.3 0.1 -0.2
C 1.636 -0.762 1.911 0.3 0.0 0.0
C 2.367 -1.333 2.952 -0.1 0.1 -0.2
C 3.690 -1.722 2.793 0.0 0.0 0.0
C 4.303 -1.580 1.554 0.0 0.0 -0.1
C 3.605 -1.053 0.489 0.1 0.0 0.0
C 2.270 -0.614 0.631 0.0 -0.1 0.1
N 1.637 -0.052 -0.423 0.1 0.1 0.1
C 2.038 -0.321 -1.739 0.0 0.0 -0.1
C 2.408 0.760 -2.572 0.0 -0.1 -0.1
C 2.769 0.472 -3.878 0.0 0.0 0.1
C 2.741 -0.831 -4.358 0.0 0.0 0.0
C 2.333 -1.868 -3.540 0.0 0.0 0.1
C 1.968 -1.646 -2.216 0.1 0.1 -0.1
C 1.414 -2.795 -1.398 0.0 0.0 0.0
C 0.145 -3.352 -2.053 0.0 0.0 0.0
C 2.455 -3.896 -1.199 0.0 0.0 0.0
C 2.521 2.171 -2.036 -0.1 0.0 0.2
C 3.888 2.389 -1.381 0.0 0.0 0.0
C 2.220 3.244 -3.075 0.0 0.0 0.0
H -1.737 -4.561 0.798 0.0 0.0 0.0
H -2.455 -3.227 -0.102 0.0 -0.1 0.1
H -3.356 -4.014 1.202 0.0 0.0 0.0
H -0.741 -2.491 1.518 0.0 0.0 0.0
H -2.591 -3.665 3.644 0.0 0.0 0.0
H -1.178 -2.700 4.013 0.0 0.0 0.0
H -0.995 -4.259 3.198 0.0 0.0 0.0
H -4.319 -2.490 2.466 0.0 0.0 0.0
H -5.763 -0.515 2.596 0.0 0.0 0.0
H -4.856 1.714 2.128 0.0 0.0 0.0
H -1.462 2.368 0.842 -0.1 0.1 0.1
H -4.185 3.598 1.426 0.0 0.0 0.0
H -3.718 2.852 -0.102 0.0 0.0 0.0
H -2.853 4.270 0.511 0.0 0.0 0.0
H -2.657 3.188 3.535 0.0 0.0 0.0
H -1.433 4.074 2.629 0.0 0.0 0.0
H -1.068 2.468 3.297 0.0 0.0 0.0
H -0.100 -0.964 3.145 -0.1 0.0 0.0
H 1.885 -1.491 3.909 0.0 0.0 0.0
H 4.230 -2.146 3.627 0.0 0.0 0.0
H 5.333 -1.881 1.419 0.0 0.0 0.0
H 4.088 -0.930 -0.471 0.0 0.0 0.0
H 3.086 1.270 -4.534 0.0 0.0 0.0
H 3.030 -1.033 -5.380 0.0 0.0 0.0
H 2.283 -2.871 -3.942 0.0 0.0 0.0
H 1.126 -2.423 -0.414 0.0 0.0 0.0
H 0.376 -3.878 -2.979 0.0 0.0 0.0
H -0.567 -2.557 -2.289 0.0 0.0 0.0
H -0.339 -4.064 -1.384 0.0 0.0 0.0
H 2.801 -4.286 -2.156 0.0 0.0 0.0
H 2.021 -4.729 -0.644 0.0 0.0 0.0
H 3.327 -3.537 -0.650 0.0 0.0 0.0
H 1.771 2.288 -1.221 0.1 0.0 -0.2
H 4.687 2.237 -2.107 0.0 0.0 0.0
H 4.051 1.697 -0.553 0.0 0.0 0.0
H 3.976 3.409 -1.004 0.0 0.0 0.0
H 3.023 3.328 -3.806 0.0 0.0 0.0
H 2.132 4.218 -2.592 0.0 0.0 0.0
H 1.293 3.038 -3.610 0.0 0.0 0.0
C 1.358 4.483 0.871 0.0 0.0 0.0
C 1.783 3.342 1.732 -0.1 0.1 -0.1
C 2.729 3.608 2.849 0.0 0.0 0.0
O 1.372 2.196 1.545 0.1 -0.1 0.2
H 2.218 4.833 0.295 0.0 0.0 0.0
H 1.039 5.325 1.486 0.0 0.0 0.0
H 0.559 4.186 0.192 0.0 0.1 0.0
H 3.575 4.196 2.492 0.0 0.0 0.0
H 3.066 2.679 3.300 0.0 0.0 0.0
H 2.221 4.220 3.598 0.0 0.0 0.0
S -1.093 1.391 -2.053 0.2 -0.1 -0.2
C -2.347 0.281 -2.341 0.0 0.2 0.0
C -2.727 -0.743 -1.459 0.0 -0.2 0.2
C -3.801 -1.541 -1.775 -0.1 -0.1 0.0
C -4.495 -1.354 -2.973 0.0 0.0 0.0
C -4.112 -0.356 -3.868 0.1 0.0 0.0
C -3.052 0.463 -3.556 -0.1 0.0 -0.1
H -2.177 -0.882 -0.538 0.0 0.0 -0.1
H -4.120 -2.321 -1.096 0.0 0.0 0.0
H -5.336 -1.991 -3.206 0.0 0.0 0.0
H -4.650 -0.221 -4.795 0.0 0.0 0.0
H -2.744 1.255 -4.225 0.0 0.0 0.0
```
Positions in Å, forces in eV/Å.

Results
- largest force on an atom (Eh/bohr) = 0.0101
- charge = +2
- <S²> = 6.086
- molar mass (g mol⁻¹) = 802.00
- HOMO energy (alpha / beta) (eV) = -13.534 / -13.969
- multiplicity = 5